{
  "formula": "C40H102F3N7O17",
  "method": "wB97M-V/def2-TZVPD",
  "multiplicity": 1,
  "orbital_gap_ev": 3.18,
  "total_charge": 4,
  "de_lowest_kcal_mol": 0.0,
  "lumo_ev": -8.8,
  "symbols": ["F", "F", "F", "O", "O", "O", "O", "O", "O", "O", "O", "O", "O", "O", "O", "O", "O", "O", "O", "O", "N", "N", "N", "N", "N", "N", "N", "C", "C", "C", "C", "C", "C", "C", "C", "C", "C", "C", "C", "C", "C", "C", "C", "C", "C", "C", "C", "C", "C", "C", "C", "C", "C", "C", "C", "C", "C", "C", "C", "C", "C", "C", "C", "C", "C", "C", "C", "H", "H", "H", "H", "H", "H", "H", "H", "H", "H", "H", "H", "H", "H", "H", "H", "H", "H", "H", "H", "H", "H", "H", "H", "H", "H", "H", "H", "H", "H", "H", "H", "H", "H", "H", "H", "H", "H", "H", "H", "H", "H", "H", "H", "H", "H", "H", "H", "H", "H", "H", "H", "H", "H", "H", "H", "H", "H", "H", "H", "H", "H", "H", "H", "H", "H", "H", "H", "H", "H", "H", "H", "H", "H", "H", "H", "H", "H", "H", "H", "H", "H", "H", "H", "H", "H", "H", "H", "H", "H", "H", "H", "H", "H", "H", "H", "H", "H", "H", "H", "H", "H"],
  "xyz": [[7.4838, 2.8578, 2.6199], [6.1202, 3.9124, 3.9500], [5.4667, 2.0868, 2.9748], [2.2511, 0.4803, -3.4815], [1.7525, 0.7835, 1.8939], [5.2850, -2.0541, 2.9864], [-7.2249, -0.0131, -5.0914], [1.7002, -5.4295, 2.3391], [1.8896, 4.3105, 4.9199], [-2.9285, 1.1645, 5.5323], [1.0087, 4.4190, -4.4796], [5.2279, 5.2973, 1.7327], [-0.6141, -3.8015, -1.5506], [-2.2012, -2.6630, 2.5052], [-1.6423, 4.6639, 3.5425], [-0.0748, -7.8361, -4.5441], [4.8983, 3.3964, 0.6415], [0.8615, -1.2191, 1.7276], [-3.5442, 2.1905, -2.1284], [-0.2495, 0.5521, 1.0311], [0.2930, 2.2089, -3.2220], [3.2326, -3.4527, 1.3735], [-5.1007, 1.8673, -4.4200], [-3.9733, -0.1266, 3.2574], [0.5443, -5.2219, -3.5728], [0.7888, 0.0430, 1.6130], [0.8576, 4.5620, 2.4459], [2.2799, 4.0732, 2.6330], [1.9019, 3.7398, 6.2033], [-0.1857, 3.5139, 2.0916], [-5.6924, 1.7861, -5.8304], [1.4869, 5.6564, -5.0293], [4.2639, 1.6620, -0.7920], [0.3714, -5.5653, -5.0422], [-0.3219, -5.1606, -1.2320], [-6.3294, 0.4334, -6.0621], [1.2905, 0.0832, -2.5065], [-2.8360, 5.2762, 3.9619], [5.6864, -1.3673, 4.1791], [6.1892, 3.2563, 2.7746], [-3.4377, 2.3377, -0.7316], [-2.5398, 0.3960, 3.3267], [0.5715, 1.3136, -2.0477], [-3.5945, -2.5894, 2.8169], [-1.5304, 4.1988, 2.2394], [5.7733, 4.1353, 1.5616], [-2.3979, 1.5332, 4.2923], [2.9097, -0.6324, -4.0535], [-0.3186, 4.4400, -4.0906], [5.3772, 2.2343, 0.0357], [3.9648, -2.1646, 1.0515], [-4.0596, 3.3502, -2.7433], [0.7560, -6.9907, -5.3160], [-1.4931, -3.6382, 3.2359], [-0.2409, -5.9551, -2.5310], [-2.5515, 2.0765, 6.5518], [4.1859, -1.4429, 2.3532], [0.9054, -6.5773, 2.5906], [3.8573, -4.4382, 2.3337], [0.2717, -9.2266, -4.6033], [3.0951, -5.7408, 2.3506], [-4.2716, 3.1090, -4.2235], [-4.2524, -1.3017, 2.3297], [2.4077, 3.4014, 3.9516], [-0.5325, -2.9691, -0.3756], [-8.3533, 0.8364, -4.9049], [-0.4792, 3.4769, -2.9321], [-4.3516, -0.3552, 4.1842], [-1.5281, -2.6210, -0.0823], [2.4114, 5.4850, -5.5696], [-8.8033, 0.5608, -3.9527], [-3.3423, 4.1812, -2.7063], [-0.4432, -3.5374, 2.9863], [-3.2613, 5.9382, 3.1993], [0.2135, -4.2493, -3.4636], [6.7078, 4.1743, 0.9596], [-1.6322, -3.4863, 4.3130], [0.6027, -9.5344, -5.5959], [-2.8588, 1.4990, -0.3366], [2.4858, 3.4011, 1.7963], [1.5485, -5.1193, -3.4064], [6.3570, -2.0341, 4.7120], [-2.2137, 0.6376, 2.3181], [-2.6947, 5.8285, 4.8862], [6.2165, 2.4758, -0.6292], [2.2073, -1.2633, -4.6187], [1.7098, 6.3685, -4.2314], [-0.2447, -3.5091, 0.5265], [0.6294, -0.5786, -3.0825], [-9.0678, 0.6463, -5.7089], [-4.5424, 1.0545, -4.1557], [1.8055, -0.3912, -1.6706], [-0.3668, 1.0360, -1.5649], [-2.9771, 3.2706, -0.4088], [-4.8048, 3.9347, -4.6868], [3.9953, 2.3113, -1.6297], [0.6437, 4.8322, 3.4238], [-4.5223, 0.6863, 2.9570], [2.8925, -3.8791, 0.5097], [1.0277, 3.1006, 6.4237], [4.9504, -2.4868, 0.7099], [1.1314, -7.4221, 1.9324], [1.1137, 2.4126, -3.8117], [-1.3215, 1.6939, 4.4068], [0.7378, 6.0908, -5.6923], [-2.0781, -0.5121, 3.7143], [-0.6484, -5.3165, -5.3269], [-0.3863, 1.7527, -3.8370], [3.4622, -1.2249, -3.3137], [-3.6302, 4.5442, 4.1814], [-4.0804, -1.0138, 1.2975], [1.7212, 4.5556, 6.9059], [-1.0652, 4.1982, -4.8703], [0.1578, 3.0802, 1.1595], [3.3572, 1.4758, -0.2005], [0.0521, -2.0848, -0.6063], [-2.9820, 1.7247, 7.4868], [-4.9626, 3.6639, -2.2109], [0.7047, -7.2551, -6.3735], [3.2890, -6.2511, 3.2978], [-8.2267, 1.9261, -4.8355], [-2.2619, 3.3916, 2.0555], [0.3120, -6.8833, -2.3992], [-4.4192, 2.2084, -0.2603], [5.7209, 1.4743, 0.7472], [-1.4574, 2.1012, 6.6766], [-4.8288, 1.9105, -6.4828], [3.9583, -4.0011, 3.3172], [-0.1287, 2.7595, 2.8703], [2.7867, 3.1710, 6.4871], [-2.8081, 3.1390, 6.4502], [-6.7778, 0.4445, -7.0643], [-1.8645, -4.6513, 3.0483], [2.9600, 4.8990, 2.3670], [-1.1164, -5.5997, -0.6316], [-0.1452, -6.3273, 2.4691], [3.4030, -1.6812, 0.2622], [-6.3359, 2.6528, -5.9578], [0.8505, 5.3281, 1.7786], [3.3355, -1.5039, 3.0431], [4.3747, -0.3892, 2.1482], [-0.6802, 5.4220, -3.7506], [2.3368, -3.2411, 1.8413], [-4.0485, -3.4263, 2.2794], [-3.6086, -2.5476, 3.9153], [3.6482, -0.2362, -4.7488], [6.2233, -0.4613, 3.8985], [-5.9397, 1.8653, -3.8298], [-5.5459, -0.3257, -6.1257], [3.3201, -6.3697, 1.4837], [-5.3244, -1.3908, 2.5201], [1.0792, -6.9007, 3.6214], [1.0478, -9.4487, -3.8704], [1.7586, -7.2116, -4.9182], [-1.7019, 5.0013, 1.5096], [3.4236, 3.1179, 4.2367], [-1.2089, -6.2547, -2.9228], [4.8266, -1.1063, 4.8029], [1.8644, 2.4452, 4.0022], [1.0968, 1.9337, -1.3236], [1.0232, -4.8550, -5.5497], [0.6893, -5.1881, -0.8109], [-1.5222, 3.2412, -2.7149], [4.5210, 0.7088, -1.2727], [-2.9078, 2.4077, 3.8771], [-3.3180, 2.9083, -4.7089], [4.8268, -4.6032, 1.8651], [-0.1015, 3.8397, -1.9750], [-0.6671, -9.7211, -4.3781]],
  "forces_ev_per_a": [[-0.756, -0.038, 0.198], [-0.068, -0.327, -0.515], [0.018, 0.337, -0.112], [-0.060, 0.107, 0.464], [-1.229, -0.868, 0.141], [0.028, -0.164, -0.048], [0.525, 1.107, 0.756], [-0.012, 0.240, -0.561], [0.092, -0.624, -0.353], [-0.393, 0.307, -0.325], [0.058, -0.158, -0.218], [-0.245, -0.682, 1.366], [0.164, -0.379, 0.408], [-0.347, 1.001, -0.738], [1.011, -0.029, 0.658], [-0.497, 0.418, -0.464], [-1.204, -1.378, 0.206], [-0.147, 1.245, 0.229], [0.335, 0.024, -0.714], [0.742, -0.551, 0.851], [-1.917, -0.106, -0.550], [-1.877, 0.107, 0.662], [-0.956, 0.559, -0.519], [0.019, 1.251, -0.721], [-0.752, 1.745, -0.482], [0.434, -0.056, -1.596], [0.092, -1.087, 1.229], [0.604, -0.253, -2.315], [-1.265, 0.447, 1.421], [1.236, 1.451, 0.975], [1.101, -0.192, 0.256], [0.036, 0.519, 0.048], [-0.770, -0.569, -0.767], [0.075, 0.172, 0.096], [0.479, 0.502, -1.408], [0.051, -0.547, -0.876], [0.971, 0.230, -1.379], [-1.271, -0.060, -0.348], [0.196, 0.083, -0.367], [0.449, -0.065, 1.025], [-0.271, -0.942, 0.922], [-0.547, -1.852, 0.744], [-0.339, 0.767, 0.287], [1.595, 0.436, -0.313], [-0.821, -0.789, -0.730], [0.237, 1.892, -2.102], [-0.077, -0.303, 0.012], [0.445, 0.151, -0.368], [-0.892, 0.451, 0.534], [0.364, 0.154, -0.120], [0.403, -1.321, 0.862], [0.102, 0.507, -0.032], [0.318, -1.217, 1.059], [-0.487, -0.209, 0.644], [0.516, -1.053, 0.209], [0.817, 0.245, 1.216], [0.313, 0.661, 0.423], [0.012, -0.291, 0.502], [0.956, -0.340, -1.452], [-0.374, 0.289, -0.071], [-1.094, 0.226, 0.274], [-0.486, -0.830, 0.688], [-0.422, 0.288, 1.114], [0.055, -0.117, 1.022], [-1.164, 0.305, -0.057], [-1.148, -0.413, 0.082], [0.624, 0.039, 1.115], [0.508, 0.113, 0.113], [-0.068, 0.040, -0.358], [-0.075, -0.301, -0.064], [-0.063, -0.253, -0.130], [-0.106, 0.080, 0.336], [0.068, -0.030, -0.065], [0.288, 0.141, 0.028], [0.023, -0.132, -0.047], [0.406, -0.039, 0.218], [0.192, 0.122, 0.031], [-0.002, 0.114, -0.050], [0.313, 0.124, -0.270], [0.055, -0.328, 0.223], [-0.092, -0.684, 0.433], [-0.031, 0.003, 0.055], [0.158, -0.190, -0.017], [0.469, 0.063, -0.115], [0.180, -0.084, 0.069], [0.024, 0.011, 0.166], [-0.138, -0.091, 0.086], [0.746, -0.043, -0.254], [-0.370, -0.346, 0.732], [-0.081, 0.117, 0.072], [-0.240, -0.134, -0.157], [-0.323, -0.267, 0.164], [-0.096, 0.122, -0.135], [0.003, 0.164, -0.186], [0.175, 0.104, -0.052], [0.000, 0.253, 0.143], [-0.254, 0.858, -0.391], [-0.303, -0.354, -0.017], [0.529, -0.433, 0.114], [0.102, -0.268, -0.666], [-0.044, 0.191, -0.296], [0.182, 0.154, -0.131], [0.236, 0.086, 0.434], [0.033, 0.412, -0.243], [0.069, -0.068, -0.113], [0.911, 0.349, -0.296], [-0.150, -0.271, 0.160], [0.631, -0.573, -0.181], [-0.233, 0.056, 0.094], [0.227, -0.165, -0.123], [0.287, -0.013, 0.018], [0.560, 0.069, -0.017], [0.545, -0.278, -0.384], [-0.687, -0.122, -0.252], [0.096, 0.127, 0.178], [0.369, -0.134, 0.260], [-0.045, -0.064, -0.119], [-0.167, 0.092, -0.244], [0.078, 0.284, -0.114], [0.480, -0.237, -0.253], [0.752, -0.108, -0.249], [-0.273, 0.244, -0.192], [-0.295, -0.079, 0.374], [-0.110, 0.477, -0.097], [0.071, 0.052, 0.090], [-0.132, -0.346, -0.112], [-0.177, -0.045, -0.304], [-0.020, 0.349, -0.123], [0.252, -0.157, -0.121], [0.309, 0.275, -0.372], [-0.578, -0.309, -0.674], [-0.106, 0.181, 0.039], [0.084, -0.019, -0.293], [0.187, 0.064, 0.854], [0.306, -0.119, 0.415], [0.031, 0.204, -0.003], [-0.102, 0.377, 0.218], [-0.141, -0.055, 0.178], [-0.087, 0.228, 0.320], [-0.368, 0.161, -0.359], [0.011, 0.237, 0.014], [0.400, 0.040, 0.137], [0.130, 0.597, -0.252], [-0.620, -0.100, 0.808], [-0.874, -0.780, -0.052], [-0.084, -0.014, -0.015], [-0.030, 0.122, 0.125], [0.349, -0.039, 0.371], [0.047, 0.000, 0.130], [0.185, -0.127, 0.139], [-0.069, -0.502, -0.582], [-0.145, -0.113, -0.037], [0.004, -0.123, 0.025], [0.391, 0.511, -0.615], [0.044, 0.022, -0.034], [0.259, 0.368, -0.558], [0.026, 0.387, -0.325], [-0.013, -0.091, -0.010], [-0.298, 0.117, -0.201], [0.455, -0.223, -0.056], [0.088, -0.178, -0.211], [-0.294, -0.196, 0.728], [0.159, -0.389, -0.340], [0.267, -0.050, 0.151], [0.188, 0.339, 0.215], [-0.068, 0.168, -0.203], [0.349, -0.144, 0.710], [0.391, 0.372, -0.263], [0.195, -0.388, 0.148]],
  "lowdin_charge": [0.108, 0.130, 0.050, -0.204, -0.001, -0.211, -0.162, -0.233, -0.177, -0.159, -0.178, -0.143, -0.203, -0.232, -0.187, -0.237, -0.124, -0.060, -0.206, -0.123, 0.078, 0.053, 0.069, 0.063, 0.062, -0.522, 0.076, -0.079, -0.092, -0.085, -0.084, -0.029, -0.098, -0.070, -0.181, -0.221, -0.198, -0.072, -0.045, -0.491, -0.092, -0.073, -0.087, -0.166, -0.239, -0.526, -0.227, -0.083, -0.239, -0.310, -0.061, -0.216, -0.201, -0.089, -0.089, -0.064, -0.229, -0.083, -0.069, -0.046, -0.176, -0.076, -0.066, -0.188, -0.066, -0.077, -0.086, 0.181, 0.085, 0.104, 0.101, 0.129, 0.075, 0.100, 0.158, 0.141, 0.103, 0.101, 0.085, 0.115, 0.188, 0.099, 0.108, 0.107, 0.129, 0.086, 0.106, 0.071, 0.127, 0.111, 0.180, 0.124, 0.120, 0.090, 0.152, 0.073, 0.154, 0.178, 0.165, 0.075, 0.146, 0.098, 0.173, 0.137, 0.100, 0.136, 0.146, 0.180, 0.092, 0.083, 0.132, 0.102, 0.128, 0.112, 0.047, 0.066, 0.105, 0.147, 0.148, 0.145, 0.088, 0.104, 0.137, 0.101, 0.104, 0.090, 0.141, 0.141, 0.106, 0.103, 0.096, 0.151, 0.092, 0.134, 0.146, 0.073, 0.117, 0.138, 0.185, 0.126, 0.123, 0.145, 0.141, 0.146, 0.139, 0.108, 0.093, 0.176, 0.137, 0.136, 0.142, 0.106, 0.096, 0.140, 0.135, 0.132, 0.147, 0.095, 0.115, 0.133, 0.140, 0.123, 0.090, 0.064, 0.106, 0.130, 0.146, 0.140, 0.101]
}

{
  "formula": "C12H19B2F3IN3O5",
  "method": "wB97M-V/def2-TZVPD",
  "multiplicity": 1,
  "orbital_gap_ev": 7.62,
  "de_lowest_kcal_mol": 223.6,
  "lumo_ev": -2.1,
  "symbols": ["I", "F", "F", "F", "O", "O", "O", "O", "O", "N", "N", "N", "C", "C", "C", "C", "C", "C", "C", "C", "C", "C", "C", "C", "B", "B", "H", "H", "H", "H", "H", "H", "H", "H", "H", "H", "H", "H", "H", "H", "H", "H", "H", "H", "H"],
  "xyz": [[-2.4454, 1.2156, -5.0282], [4.0924, -0.6780, 3.8274], [3.6945, 1.4652, 2.8596], [-1.5708, 3.6193, -2.3634], [0.3824, 0.7810, 5.6425], [2.4900, 0.7998, 4.8199], [-0.5545, 3.8342, 0.5126], [1.9940, -0.2189, 2.7677], [-0.2262, -0.4688, 3.1246], [-1.7148, 1.6616, -0.4481], [-2.2422, -0.1429, -1.9138], [-1.7600, 2.3025, 2.1799], [-1.2997, -2.6056, -2.0400], [-2.0191, -0.8613, 0.8679], [2.2794, -0.4682, -1.8767], [1.1275, -1.5190, -1.2732], [-2.5348, -1.5546, -2.3918], [3.2333, 0.0465, -0.6397], [0.8755, -0.0975, 3.4956], [-1.7881, 2.2511, -1.8394], [0.1821, -2.0610, -2.4978], [1.1797, 0.5273, 4.7541], [-2.0062, 0.1466, -0.4357], [-2.1688, 1.0306, -2.8657], [3.0913, 0.3434, 3.5622], [-1.3552, 2.5824, 0.7166], [-1.3320, 1.3741, 2.4583], [-1.3483, -2.9468, -0.9152], [2.5124, 0.3199, 0.2685], [-2.4940, -1.9295, 0.6358], [-1.5135, -3.5715, -2.7043], [-0.9162, -1.0282, 1.2208], [-3.5474, -1.9306, -1.8976], [1.7545, 0.4840, -2.3197], [2.9093, -0.9547, -2.7454], [3.9990, -0.7568, -0.2470], [0.0576, -1.2952, -3.3790], [-2.6782, -1.6032, -3.5680], [0.7465, -3.0007, -2.9656], [-2.6832, -0.3554, 1.7000], [-1.2524, 3.0071, 2.7791], [1.6457, -2.4500, -0.7422], [3.7977, 1.0428, -0.9126], [-1.1604, 4.5960, 0.2469], [0.5665, -0.9327, -0.4298]],
  "forces_ev_per_a": [[0.292, -0.451, 2.423], [-1.401, 1.353, -0.468], [-0.863, -1.507, 0.791], [-0.684, -4.670, 2.680], [0.643, -0.405, -1.352], [-1.449, -0.366, -0.270], [-3.585, -1.562, -0.757], [-1.893, -0.040, 0.586], [0.499, 0.392, 0.124], [-0.482, -1.249, -2.660], [0.452, 1.887, 1.933], [2.909, -0.346, -2.656], [-0.287, -0.471, -0.697], [-0.449, 0.206, -0.637], [0.135, -0.089, 0.785], [0.804, 0.406, -0.634], [-0.038, -1.771, -0.182], [-0.629, 0.390, 0.424], [0.040, -1.793, -3.679], [-1.061, -4.363, -3.141], [0.135, -0.937, 0.162], [0.917, 2.142, 4.497], [-0.100, 3.025, -4.721], [1.548, 2.788, 6.282], [3.485, 0.350, -0.359], [0.947, 2.004, 3.291], [-1.090, 0.911, -0.006], [0.269, 0.800, -2.273], [1.666, -0.616, -1.868], [0.948, 2.638, 0.036], [0.203, 2.076, 1.538], [-2.123, 0.576, -0.465], [2.180, 0.924, -1.012], [0.772, -1.887, 0.780], [-1.294, 0.822, 1.768], [-1.594, 1.585, -0.936], [0.274, -1.220, 1.816], [0.315, 0.670, 2.583], [-1.199, 2.103, 0.953], [1.572, -0.876, -1.702], [-0.836, -0.896, -0.897], [-1.066, 2.053, -1.183], [-1.013, -2.127, 0.438], [1.317, -1.359, 0.364], [0.816, -1.100, -1.700]],
  "lowdin_charge": [0.856, 0.075, 0.071, -0.014, 0.138, 0.235, 0.038, 0.214, 0.075, 0.135, -0.085, 0.142, -0.179, -0.006, -0.255, -0.204, -0.165, -0.135, -0.377, -0.043, -0.209, -0.397, 0.010, -0.509, -0.972, -0.426, 0.051, 0.103, 0.075, 0.109, 0.124, 0.083, 0.145, 0.101, 0.111, 0.094, 0.109, 0.112, 0.125, 0.117, 0.101, 0.136, 0.084, 0.122, 0.083]
}

no.,HOMO energy (eV),total energy (eV)
1,-12.004,-96476.7303
2,-9.702,-45065.0382